Below is 2 unconnected molecules or ions with the total composition C5H8O at a distorted geometry, with properties calculated with ωB97M-V/def2-TZVPD.

Gap between HOMO and LUMO = 7.88 eV
Energy relative to the best compared isomer or geometry (same formula, charge and spin) = 118.4 kcal/mol
Calculated total energy = -7357.1218 eV

```
14
Properties=species:S:1:pos:R:3:forces:R:3
C 0.354 1.559 1.105 -0.064 0.041 -0.004
C 0.624 0.132 0.674 0.060 0.061 0.070
C -0.359 -0.928 0.556 -0.059 0.157 0.209
C 0.260 -0.355 -0.797 0.028 0.059 -0.359
C -0.568 0.501 -1.436 -0.666 0.542 -0.259
O -1.343 1.201 -1.931 0.809 -0.707 0.447
H -0.645 1.889 0.795 0.138 -0.056 0.048
H 0.383 1.605 2.199 0.014 -0.013 -0.142
H 1.095 2.265 0.716 -0.079 -0.095 0.061
H 1.664 -0.174 0.826 -0.182 0.008 -0.029
H -1.380 -0.541 0.701 0.132 -0.027 -0.059
H -0.427 -2.981 -0.787 0.012 -0.087 -0.078
H 0.932 -0.951 -1.414 -0.132 0.119 0.072
H -0.409 -3.413 -1.400 -0.010 -0.003 0.023
```
Forces are in eV/Å.